[1]
Here is a structure of composition C23H16FeO5P at a distorted geometry from the Open Molecules 2025 dataset. Energies are from the ωB97M-V functional and the def2-TZVPD basis.

```
! RIJCOSX wB97M-V def2-TZVPD def2/J DEFGRID3
* xyz 2 6
O 3.0664 -2.0197 3.9166
C 3.0354 -2.1896 2.7929
Fe -0.3721 0.2074 0.0283
C -0.6097 1.2603 -1.5705
O -0.7069 2.1136 -2.3814
C -2.0433 -1.0358 -0.8894
O -2.8016 -1.9445 -0.7868
C -0.5462 1.3957 1.3182
O -0.7548 2.1976 2.1536
C -0.8211 -0.4671 -1.8549
O -0.4229 -0.8912 -2.9382
H 0.1340 -0.2953 1.9000
C 4.9920 1.6328 3.6112
C 3.6256 1.8298 3.8016
C 2.7102 1.5259 2.7978
C 3.1563 1.0831 1.5498
C 4.5323 0.9589 1.3222
C 5.4434 1.1724 2.3697
P 1.8616 0.9519 0.1831
C 1.9646 2.7582 -0.2766
C 0.8680 3.5864 -0.0577
C 0.8847 4.9165 -0.4589
C 2.0531 5.4542 -1.0046
C 3.1952 4.6593 -1.1371
C 3.1644 3.3076 -0.7731
C 2.8442 0.1173 -1.1023
C 2.8031 0.6177 -2.4109
C 3.4682 -0.0661 -3.4413
C 4.1397 -1.2676 -3.1548
C 4.1392 -1.7844 -1.8466
C 3.4896 -1.0968 -0.8169
H 5.7120 1.8530 4.4140
H 3.2684 2.2270 4.7443
H 1.6383 1.6367 2.9749
H 4.9337 0.6893 0.3385
H 6.5011 1.0038 2.2004
H -0.0274 3.2052 0.4228
H -0.0136 5.5223 -0.3404
H 2.0579 6.5086 -1.3121
H 4.1212 5.0878 -1.5243
H 4.0500 2.6890 -0.8842
H 2.2454 1.5251 -2.6358
H 3.4590 0.3484 -4.4568
H 4.6744 -1.7926 -3.9617
H 4.6664 -2.7168 -1.6412
H 3.4560 -1.4939 0.1959
*
```

Results
LUMO (spin up / spin down) = -8.64 / -11.19 eV
⟨S²⟩ = 8.842
energy above the lowest of the compared OMol25 structures with the same formula, charge and spin = 210.6 kJ/mol
E_tot = -2866.3587 a.u.

These are the natural (NBO) partial charges, in e, on atoms 1 to 8: number 1, O, carries -0.468; number 2, C, carries 0.485; number 3, Fe, carries 0.609; number 4, C, carries 0.461; number 5, O, carries -0.345; number 6, C, carries 0.475; number 7, O, carries -0.249; number 8, C, carries 0.388

---

[2]
Here is a structure of composition C23H16N4O6PtS2 at a distorted geometry from the Open Molecules 2025 dataset. Energies are from the ωB97M-V functional and the def2-TZVPD basis.

```
! RIJCOSX wB97M-V def2-TZVPD def2/J DEFGRID3
* xyz -2 1
Pt -0.4636 1.5592 -0.1278
O 2.9638 0.1487 5.0841
C 2.2726 0.1462 4.0792
C 0.7911 0.3633 4.0154
O -0.0140 0.1759 4.9214
C 0.5323 0.7883 2.6375
C 1.6518 0.4180 1.8129
O 1.6149 0.4872 0.5529
C 2.7359 -0.0662 2.6723
O 3.8069 -0.5730 2.3390
O -0.5056 1.3502 2.1879
S -1.6381 2.0868 -2.1251
C -2.0020 3.7562 -1.7972
C -3.0563 4.3692 -2.4674
C -3.3902 5.7044 -2.2520
C -4.4909 6.2812 -2.9418
N -5.3913 6.7222 -3.5098
C -2.6216 6.4615 -1.3426
C -1.5565 5.8551 -0.6851
C -1.2299 4.5136 -0.8836
S 0.1302 3.8426 -0.0355
C -2.9435 7.8237 -1.0873
N -3.2031 8.9244 -0.8679
H -3.6404 3.7835 -3.1659
H -0.9636 6.4344 0.0114
C 2.0259 -5.0529 -2.4085
C 2.0561 -5.0846 -0.8827
N 1.4263 -3.9149 -0.2920
C 2.2968 -2.8907 0.2903
C 3.1245 -2.1569 -0.7554
C 0.0725 -3.8924 -0.2770
O -0.5989 -4.8209 -0.7219
C -0.6151 -2.6736 0.2678
C -1.3949 -2.7552 1.4167
C -2.1456 -1.6528 1.7918
C -2.1007 -0.5133 1.0148
N -1.3220 -0.4159 -0.0713
C -0.6061 -1.4827 -0.4333
H 2.4504 -5.9730 -2.8160
H 2.5915 -4.2033 -2.7906
H 0.9942 -4.9703 -2.7480
H 3.0825 -5.1360 -0.5180
H 1.5170 -5.9683 -0.5362
H 2.9582 -3.3742 1.0163
H 1.6847 -2.1775 0.8368
H 3.8107 -2.8413 -1.2637
H 3.7009 -1.3740 -0.2626
H 2.4730 -1.6822 -1.4898
H -1.4215 -3.6710 1.9931
H -2.7585 -1.6721 2.6814
H -2.6844 0.3610 1.2609
H -0.0067 -1.3673 -1.3281
*
```

Results
LUMO = 4.17 eV
energy above the lowest of the compared OMol25 structures with the same formula, charge and spin = 104.5 kJ/mol
E_tot = -2472.3631 a.u.

These are the natural (NBO) partial charges, in e, on atoms 1 to 8: number 1, Pt, carries 0.697; number 2, O, carries -0.593; number 3, C, carries 0.360; number 4, C, carries 0.343; number 5, O, carries -0.624; number 6, C, carries 0.259; number 7, C, carries 0.251; number 8, O, carries -0.753

---

[3]
Here is a structure of composition C23H17CuF2N3O2S at a distorted geometry from the Open Molecules 2025 dataset. Energies are from the ωB97M-V functional and the def2-TZVPD basis.

```
! RIJCOSX wB97M-V def2-TZVPD def2/J DEFGRID3
* xyz -1 1
Cu -0.3070 0.1261 0.6067
C 6.3728 -2.0977 -4.0198
C 5.5689 -1.2183 -3.1068
C 6.1810 -0.2827 -2.2822
C 5.4217 0.5288 -1.4518
C 4.0482 0.4062 -1.4452
C 3.4207 -0.5182 -2.2587
C 4.1802 -1.3262 -3.0843
S 3.0211 1.5118 -0.4550
O 2.2954 2.2840 -1.4349
O 3.9064 2.2704 0.4142
N 2.0025 0.5414 0.3033
C 2.1070 0.1450 1.5670
C 3.2046 0.2914 2.4444
C 3.0826 -0.1330 3.7443
C 1.9004 -0.7422 4.1710
C 0.8809 -0.8819 3.2530
N 0.9680 -0.4520 2.0020
H 7.4383 -1.9543 -3.8609
H 6.1473 -1.8731 -5.0611
H 6.1317 -3.1449 -3.8502
H 7.2585 -0.1782 -2.2943
H 5.8730 1.2718 -0.8104
H 2.3443 -0.5777 -2.2341
H 3.6945 -2.0450 -3.7288
H 4.0938 0.7858 2.0906
H 3.9006 0.0047 4.4419
H 1.7803 -1.0859 5.1879
H -0.0550 -1.3521 3.5304
F -5.1682 -1.4992 -1.2178
C -4.3388 -0.4977 -0.7946
C -3.0023 -0.7636 -0.5830
C -2.1047 0.2323 -0.1785
C -2.6494 1.5398 -0.0349
C -4.0170 1.7463 -0.1716
F -4.5758 2.9630 0.1240
C -4.8913 0.7459 -0.5516
C -1.6821 2.6276 0.1683
C -1.8365 3.8992 -0.3859
C -0.7706 4.7814 -0.3558
C 0.4095 4.3960 0.2581
C 0.4524 3.1457 0.8508
N -0.5522 2.2889 0.8050
H -2.6555 -1.7751 -0.7422
H -5.9492 0.9278 -0.6437
H -2.7561 4.1817 -0.8735
H -0.8552 5.7527 -0.8239
H 1.2780 5.0343 0.2668
H 1.3406 2.8173 1.3731
*
```

Results
LUMO = 2.67 eV
energy above the lowest of the compared OMol25 structures with the same formula, charge and spin = 0.0 kJ/mol
E_tot = -3439.8832 a.u.

These are the natural (NBO) partial charges, in e, on atoms 1 to 8: number 1, Cu, carries 0.755; number 2, C, carries -0.624; number 3, C, carries -0.023; number 4, C, carries -0.217; number 5, C, carries -0.198; number 6, C, carries -0.328; number 7, C, carries -0.112; number 8, C, carries -0.241

---

[4]
Here is a cluster of 2 separate species, C23H17F2N2O in total at a distorted geometry from the Open Molecules 2025 dataset. Energies are from the ωB97M-V functional and the def2-TZVPD basis.

```
! RIJCOSX wB97M-V def2-TZVPD def2/J DEFGRID3
* xyz 1 1
F -5.0894 0.7391 1.3638
C -3.9074 0.2209 1.7682
C -3.7118 -1.1647 1.7528
C -2.4808 -1.6664 2.1547
C -1.4623 -0.7971 2.6229
C -0.1743 -1.4047 3.0498
C 1.0003 -0.9254 2.3584
C 2.2222 -1.6832 2.4812
C 3.4022 -1.1959 1.9242
C 3.4173 0.0800 1.3406
F 4.5957 0.5541 0.8220
C 2.2596 0.8080 1.1306
C 1.0598 0.2531 1.5644
C -1.6818 0.5811 2.6288
C -2.8731 1.1076 2.1466
H -4.5107 -1.8300 1.3784
H -2.3143 -2.7430 2.1920
H -0.2177 -2.4929 3.1344
H 2.2017 -2.6537 3.0686
H 4.3178 -1.7934 2.0013
H 2.2803 1.7782 0.6570
H 0.1330 0.8139 1.3711
H -0.9562 1.2380 3.1118
H -3.0162 2.1980 2.0652
O -1.2525 0.4039 5.6786
C -1.2137 -0.8207 5.8176
C -2.0987 -1.5404 6.7857
C -1.6099 -2.7175 7.4003
C -2.2058 -3.1460 8.5860
C -3.3699 -2.5139 9.0742
C -3.9237 -1.4032 8.3991
C -3.2508 -0.8934 7.2998
C -0.3761 -3.4353 6.8757
C -0.0435 -3.1196 5.4422
C -0.1899 -1.6429 5.1109
N 1.0350 -0.9220 5.3867
N 1.9947 -0.3020 5.2612
H -1.7572 -4.0133 9.0931
H -3.8439 -2.9234 9.9365
H -4.8062 -0.9041 8.8084
H -3.5750 0.0378 6.8374
H 0.4754 -3.0905 7.4711
H -0.5048 -4.5053 7.0866
H 1.0177 -3.4092 5.2352
H -0.6878 -3.6963 4.7411
*
```

Results
LUMO = -4.83 eV
E_tot = -1270.7991 a.u.

These are the natural (NBO) partial charges, in e, on atoms 1 to 8: number 1, F, carries -0.302; number 2, C, carries 0.437; number 3, C, carries -0.277; number 4, C, carries -0.147; number 5, C, carries -0.147; number 6, C, carries 0.003; number 7, C, carries -0.181; number 8, C, carries -0.132

---

Please write out number 1 again, unchanged.
Here is a structure of composition C23H16FeO5P at a distorted geometry from the Open Molecules 2025 dataset. Energies are from the ωB97M-V functional and the def2-TZVPD basis.

```
! RIJCOSX wB97M-V def2-TZVPD def2/J DEFGRID3
* xyz 2 6
O 3.0664 -2.0197 3.9166
C 3.0354 -2.1896 2.7929
Fe -0.3721 0.2074 0.0283
C -0.6097 1.2603 -1.5705
O -0.7069 2.1136 -2.3814
C -2.0433 -1.0358 -0.8894
O -2.8016 -1.9445 -0.7868
C -0.5462 1.3957 1.3182
O -0.7548 2.1976 2.1536
C -0.8211 -0.4671 -1.8549
O -0.4229 -0.8912 -2.9382
H 0.1340 -0.2953 1.9000
C 4.9920 1.6328 3.6112
C 3.6256 1.8298 3.8016
C 2.7102 1.5259 2.7978
C 3.1563 1.0831 1.5498
C 4.5323 0.9589 1.3222
C 5.4434 1.1724 2.3697
P 1.8616 0.9519 0.1831
C 1.9646 2.7582 -0.2766
C 0.8680 3.5864 -0.0577
C 0.8847 4.9165 -0.4589
C 2.0531 5.4542 -1.0046
C 3.1952 4.6593 -1.1371
C 3.1644 3.3076 -0.7731
C 2.8442 0.1173 -1.1023
C 2.8031 0.6177 -2.4109
C 3.4682 -0.0661 -3.4413
C 4.1397 -1.2676 -3.1548
C 4.1392 -1.7844 -1.8466
C 3.4896 -1.0968 -0.8169
H 5.7120 1.8530 4.4140
H 3.2684 2.2270 4.7443
H 1.6383 1.6367 2.9749
H 4.9337 0.6893 0.3385
H 6.5011 1.0038 2.2004
H -0.0274 3.2052 0.4228
H -0.0136 5.5223 -0.3404
H 2.0579 6.5086 -1.3121
H 4.1212 5.0878 -1.5243
H 4.0500 2.6890 -0.8842
H 2.2454 1.5251 -2.6358
H 3.4590 0.3484 -4.4568
H 4.6744 -1.7926 -3.9617
H 4.6664 -2.7168 -1.6412
H 3.4560 -1.4939 0.1959
*
```

Results
LUMO (spin up / spin down) = -8.64 / -11.19 eV
⟨S²⟩ = 8.842
energy above the lowest of the compared OMol25 structures with the same formula, charge and spin = 210.6 kJ/mol
E_tot = -2866.3587 a.u.

These are the natural (NBO) partial charges, in e, on atoms 1 to 8: number 1, O, carries -0.468; number 2, C, carries 0.485; number 3, Fe, carries 0.609; number 4, C, carries 0.461; number 5, O, carries -0.345; number 6, C, carries 0.475; number 7, O, carries -0.249; number 8, C, carries 0.388

---

Question: Which of these has the highest E_tot?
Answer: C23H17F2N2O